Formula: C4H8O
Source: the OMol25 dataset
Level of theory: ωB97M-V with the def2-TZVPD basis set

```
13
C4H8O ωB97M-V with the def2-TZVPD basis set
O 1.82 1.70 -0.88
C 1.07 1.01 -1.57
H 0.36 1.55 -2.16
H 1.21 -0.06 -1.46
C -1.51 0.12 0.66
C -0.07 -0.26 0.64
C 0.52 -1.46 0.60
H -1.72 0.68 -0.28
H -1.62 0.83 1.50
H -2.12 -0.84 0.90
H 0.63 0.69 0.83
H 1.58 -1.61 0.56
H -0.15 -2.34 0.66
```

Results
Multiplicity: 2
Total energy in eV: -6313.1699
Energy above the lowest of the compared OMol25 structures with the same formula, charge and spin in eV: 2.838
Total charge: +1
Frontier orbital gap (spin up / spin down) in Ha: 0.383 / 0.192
E_LUMO (spin up / spin down) in eV: -5.0131 / -9.4961


Formula: C55H42ClN3O8P2S3Sn
Source: the OMol25 dataset
Level of theory: ωB97M-V with the def2-TZVPD basis set

```
115
C55H42ClN3O8P2S3Sn ωB97M-V with the def2-TZVPD basis set
Sn -0.91 -0.46 1.84
S 0.41 3.27 1.32
P 0.06 3.04 -0.61
C -0.39 1.60 -1.55
P 0.83 0.30 -1.60
S 2.01 -0.04 -0.06
C 1.85 0.65 -3.10
C 3.24 0.56 -3.06
C 4.00 0.75 -4.21
C 3.38 1.04 -5.42
C 1.99 1.14 -5.47
C 1.24 0.95 -4.32
C -0.10 -1.19 -2.10
C -1.10 -1.16 -3.08
C -1.77 -2.32 -3.43
C -1.46 -3.53 -2.80
C -0.49 -3.56 -1.82
C 0.19 -2.39 -1.48
C 1.58 3.54 -1.53
C 2.82 3.45 -0.90
C 3.98 3.79 -1.58
C 3.91 4.24 -2.89
C 2.68 4.35 -3.52
C 1.52 4.00 -2.84
C -1.21 4.26 -1.18
C -1.97 4.05 -2.33
C -2.94 4.97 -2.71
C -3.15 6.11 -1.96
C -2.39 6.33 -0.82
C -1.44 5.41 -0.43
H 3.71 0.33 -2.11
H 5.08 0.68 -4.16
H 3.97 1.20 -6.31
H 1.50 1.38 -6.40
H 0.16 1.06 -4.35
H -1.37 -0.23 -3.56
H -2.54 -2.29 -4.19
H -2.00 -4.43 -3.06
H -0.26 -4.48 -1.29
H 0.95 -2.41 -0.70
H 2.86 3.10 0.12
H 4.94 3.70 -1.09
H 4.82 4.51 -3.43
H 2.62 4.70 -4.55
H 0.56 4.07 -3.34
H -1.79 3.16 -2.92
H -3.53 4.78 -3.60
H -3.91 6.83 -2.26
H -2.55 7.23 -0.23
H -0.86 5.55 0.48
O 0.88 0.04 5.74
C 0.10 0.40 4.87
O 0.04 -0.09 3.67
C -0.88 1.52 5.16
C -1.40 2.31 4.14
C -2.33 3.30 4.41
C -2.74 3.52 5.71
C -2.19 2.75 6.72
C -1.26 1.76 6.47
N -2.60 3.01 8.12
O -2.12 2.33 9.00
O -3.40 3.91 8.32
H -1.06 2.16 3.12
H -2.73 3.90 3.61
H -3.48 4.28 5.96
H -0.84 1.16 7.26
S -3.42 -0.51 2.86
C -2.98 -1.16 4.35
N -2.67 -1.60 5.38
C 4.15 -3.39 -2.09
C 3.34 -4.53 -1.53
C 2.81 -5.47 -2.40
C 2.01 -6.49 -1.90
C 1.72 -6.53 -0.56
C 2.23 -5.58 0.35
N 1.76 -5.74 1.66
C 1.83 -4.79 2.73
C 2.89 -4.84 3.62
C 2.96 -3.97 4.70
C 1.93 -3.06 4.92
C 0.85 -3.03 4.05
C 0.80 -3.87 2.94
C -0.39 -3.80 2.00
O -0.81 -4.84 1.50
O -0.89 -2.64 1.77
C 3.10 -4.59 -0.14
C 3.75 -3.54 0.73
H 4.10 -3.38 -3.18
H 5.21 -3.45 -1.80
H 3.78 -2.42 -1.72
H 3.00 -5.38 -3.46
H 1.59 -7.23 -2.57
H 1.06 -7.30 -0.17
H 0.80 -6.05 1.61
H 3.68 -5.57 3.45
H 3.81 -4.00 5.37
H 1.96 -2.37 5.75
H 0.04 -2.34 4.23
H 3.84 -3.85 1.76
H 3.19 -2.60 0.72
H 4.75 -3.32 0.36
Cl -8.29 0.70 -2.30
C -6.64 0.87 -1.74
C -5.67 0.04 -2.27
C -4.35 0.21 -1.86
C -4.04 1.17 -0.91
C -5.03 1.97 -0.37
C -6.35 1.83 -0.79
C -2.62 1.46 -0.52
O -2.30 1.97 0.52
O -1.77 1.09 -1.47
H -5.93 -0.71 -3.00
H -3.57 -0.43 -2.26
H -4.76 2.71 0.38
H -7.13 2.46 -0.39
```

Results
Total energy in eV: -148009.6023
Energy above the lowest of the compared OMol25 structures with the same formula, charge and spin in eV: 0.283
Total charge: -2
Frontier orbital gap in Ha: 0.244
E_LUMO in eV: 3.4990


Formula: C38H67F6N4O24PbS2
Source: the OMol25 dataset
Level of theory: ωB97M-V with the def2-TZVPD basis set

```
142
C38H67F6N4O24PbS2 ωB97M-V with the def2-TZVPD basis set
Pb 14.32 4.13 17.24
C 17.08 7.99 17.51
F 17.09 9.19 17.10
F 18.31 7.67 17.96
F 16.28 7.89 18.58
S 16.48 6.79 16.04
O 15.21 7.27 15.64
O 17.41 6.94 14.91
N 16.46 5.21 16.82
S 17.96 4.78 16.51
O 17.92 3.95 15.26
O 19.06 5.73 16.62
C 18.28 3.48 17.86
F 17.98 3.88 19.06
F 17.45 2.45 17.65
F 19.56 3.06 17.90
C 11.70 2.32 19.47
O 12.63 2.39 18.38
C 12.66 1.17 17.61
C 13.49 1.37 16.30
N 14.85 1.77 16.55
C 15.51 1.78 15.26
C 14.86 2.63 14.21
O 14.47 3.85 14.87
C 13.64 4.81 14.11
H 10.71 1.95 19.21
H 11.46 3.34 19.79
H 12.06 1.74 20.31
H 11.64 0.86 17.40
H 13.17 0.46 18.26
H 12.83 1.93 15.65
H 13.46 0.39 15.82
H 15.30 1.02 17.05
H 15.62 0.74 14.93
H 16.55 2.10 15.36
H 14.06 2.11 13.68
H 15.68 2.86 13.53
H 14.17 4.85 13.17
H 13.70 5.77 14.63
H 12.62 4.45 13.96
C 21.65 15.63 17.62
O 22.11 14.32 17.14
C 23.53 14.27 17.34
C 24.16 12.88 16.81
N 23.40 11.62 17.12
C 23.47 11.52 18.62
C 22.68 10.32 19.06
O 21.26 10.59 19.01
C 20.61 9.39 19.20
H 21.90 15.88 18.65
H 20.57 15.58 17.49
H 22.12 16.44 17.05
H 23.79 14.21 18.40
H 23.98 15.11 16.81
H 25.19 12.69 17.12
H 24.28 13.01 15.73
H 22.42 11.86 17.10
H 23.10 12.41 19.13
H 24.47 11.42 19.05
H 22.88 10.12 20.11
H 22.97 9.46 18.46
H 20.47 8.79 18.30
H 19.62 9.52 19.63
H 21.00 8.64 19.89
C 15.36 1.56 19.81
O 15.26 2.91 19.48
C 14.92 3.51 20.68
C 14.81 5.00 20.37
N 13.67 5.19 19.43
C 13.23 6.52 19.22
C 12.55 7.03 20.50
O 11.51 6.12 20.83
C 10.70 6.52 21.90
H 15.39 0.95 18.91
H 14.58 1.16 20.46
H 16.32 1.30 20.26
H 15.82 3.60 21.30
H 14.21 3.06 21.36
H 15.72 5.40 19.94
H 14.55 5.55 21.28
H 12.97 4.80 20.03
H 12.58 6.67 18.37
H 14.03 7.23 19.03
H 12.12 8.01 20.27
H 13.22 7.06 21.35
H 11.25 6.67 22.82
H 9.96 5.75 22.11
H 10.04 7.36 21.65
C 22.54 9.27 13.12
C 21.45 8.38 12.71
C 20.51 8.22 13.69
C 20.59 8.77 14.98
C 21.72 9.51 15.29
C 22.66 9.74 14.40
O 23.82 10.39 14.79
O 19.37 7.62 13.38
H 23.29 9.64 12.44
H 21.34 7.90 11.75
H 19.74 8.84 15.65
H 21.70 10.02 16.24
H 23.76 10.78 15.66
H 18.82 7.35 14.12
C 15.01 9.78 13.41
C 13.92 10.39 14.26
O 14.57 11.52 14.67
C 15.94 11.53 14.50
O 16.77 12.32 15.00
O 16.22 10.37 13.94
H 14.87 9.91 12.34
H 15.11 8.69 13.50
H 13.63 9.75 15.09
H 13.01 10.54 13.68
C 21.01 -0.52 20.84
C 19.85 0.54 20.80
O 20.47 1.54 20.01
C 21.58 1.08 19.49
O 22.24 1.68 18.61
O 21.80 -0.15 19.83
H 20.71 -1.55 20.69
H 21.61 -0.46 21.75
H 19.81 0.88 21.84
H 18.92 0.03 20.53
C 14.82 11.87 19.49
C 15.02 10.43 19.43
O 13.87 9.95 20.04
C 13.22 11.00 20.70
O 12.21 10.92 21.36
O 13.91 12.06 20.59
H 14.37 12.31 18.61
H 15.71 12.50 19.57
H 15.85 10.06 20.04
H 15.08 10.17 18.37
C 19.10 -0.20 15.27
C 19.73 -1.52 15.61
O 19.35 -1.63 16.95
C 18.41 -0.73 17.25
O 17.72 -0.79 18.26
O 18.16 -0.02 16.25
H 18.60 -0.38 14.32
H 19.86 0.55 15.05
H 20.81 -1.36 15.59
H 19.43 -2.42 15.08
```

Results
Total energy in eV: -138800.0059
Total charge: +1
Frontier orbital gap in Ha: 0.186
E_LUMO in eV: -3.0969


Which formula does entry 3 have? C38H67F6N4O24PbS2